# C36H56GeIrN4Se

A molecular structure, C36H56GeIrN4Se (the ωB97M-V functional and the def2-TZVPD basis, OMol25).

```
! RIJCOSX wB97M-V def2-TZVPD def2/J DEFGRID3
* xyz 2 2
Ir -0.13699 0.71597 -0.43837
C -2.85294 1.70490 2.34326
C -2.06806 1.57954 3.65116
C -2.49943 0.34266 4.45231
C -0.55762 1.79608 3.52440
C 0.02460 2.62899 4.48285
C 1.33935 3.04150 4.39712
C 2.10495 2.68772 3.29454
C 1.58030 1.86926 2.30622
C 2.34343 1.58714 1.02188
C 3.80997 2.00960 1.05489
C 1.65237 2.27011 -0.17181
C 0.27778 1.36446 2.48393
N -0.17882 0.41683 1.51231
C -0.70780 -0.70333 1.91465
C -1.26446 -1.49414 0.86226
N -1.16619 -0.97961 -0.32530
C -1.70203 -1.71177 -1.45046
C -3.02372 -1.47478 -1.83066
C -3.50010 -2.17751 -2.93330
C -2.68922 -3.06449 -3.61981
C -1.37721 -3.26627 -3.22246
C -0.85192 -2.59203 -2.12626
C 0.57804 -2.82311 -1.66557
C 1.53139 -3.14514 -2.81625
C 0.64848 -3.94111 -0.61884
C -3.91514 -0.52000 -1.05794
C -4.91722 0.21019 -1.95252
C -4.66222 -1.25001 0.06300
H -3.91613 1.78391 2.57435
H -2.72936 0.84541 1.68474
H -2.56206 2.60213 1.79394
H -2.37724 2.43561 4.25499
H -2.58505 -0.54670 3.82581
H -3.48544 0.51356 4.88415
H -1.81369 0.13150 5.27479
H -0.59085 2.98410 5.30060
H 1.75572 3.68553 5.16018
H 3.10830 3.07820 3.20105
H 2.31141 0.51123 0.83187
H 3.91532 3.08947 1.16672
H 4.29836 1.73152 0.12001
H 4.35041 1.53349 1.87543
H 1.80659 3.35362 -0.11782
H 0.48658 2.37827 -0.14052
H 2.06142 1.96134 -1.13333
H -0.76008 -0.96268 2.96285
H -1.75996 -2.44401 1.02127
H -4.51960 -2.02752 -3.26159
H -3.08058 -3.60121 -4.47367
H -0.75750 -3.95741 -3.77735
H 0.92163 -1.89429 -1.19170
H 1.35448 -4.14523 -3.21379
H 2.56538 -3.12128 -2.46715
H 1.42721 -2.43904 -3.64001
H 0.26930 -4.87613 -1.03441
H 0.05749 -3.71635 0.27063
H 1.68422 -4.11441 -0.31239
H -3.26607 0.23338 -0.60054
H -5.71735 -0.45417 -2.28143
H -4.43623 0.62778 -2.83684
H -5.38789 1.02232 -1.39677
H -5.29936 -2.03176 -0.35437
H -5.29839 -0.55499 0.61337
H -3.98519 -1.72404 0.77556
N -2.13605 2.24990 -2.32523
C -1.22643 1.63454 -3.11251
C -1.30971 1.70886 -4.51527
C -0.36808 1.07824 -5.28070
C 0.66773 0.36965 -4.65874
C 0.68391 0.32887 -3.29409
N -0.24141 0.93880 -2.51608
H -2.82839 2.85614 -2.72588
H -2.03833 2.19930 -1.32251
H -2.11985 2.26610 -4.96520
H -0.42425 1.13233 -6.35956
H 1.43574 -0.13148 -5.22846
H 1.45654 -0.20649 -2.75829
C 2.76594 -3.35584 6.83239
Ge 2.86806 -1.95087 5.50352
C 4.58646 -1.05400 5.40449
C 1.35577 -0.73711 5.45870
C 2.65657 -3.07020 3.73254
Se 2.84889 -1.98674 2.23730
C 4.74148 -2.18322 1.91936
H 2.81877 -2.90400 7.82390
H 3.59617 -4.05308 6.73023
H 1.82693 -3.90202 6.75513
H 4.75784 -0.53653 6.34956
H 4.60949 -0.30513 4.61170
H 5.40341 -1.76263 5.26807
H 1.32648 -0.16359 6.38614
H 0.41890 -1.29024 5.37849
H 1.43461 -0.02961 4.63142
H 1.63554 -3.44486 3.78946
H 3.39964 -3.86461 3.76633
H 5.27260 -1.91942 2.83183
H 5.01244 -1.51067 1.11029
H 4.93840 -3.21784 1.64529
*
```

Computed properties:
Energy relative to the best compared isomer or geometry (same formula, charge and spin), eV: 0.000
Expectation value of S²: 0.75
Kohn-Sham gap (spin up / spin down), eV: 6.954 / 4.419
Calculated total energy, Eh: -6206.55235
Strongest force on any atom, hartree/bohr: 0.003